A structure of composition H20Na3O18S2. Source: the Open Molecules 2025 dataset; level of theory: ωB97M-V with the def2-TZVPD basis set.

```
43
Properties=species:S:1:pos:R:3
Na 0.54 3.43 -0.79
Na 1.29 1.27 -3.14
Na 3.53 0.71 -0.25
S 0.50 0.02 0.08
O -0.82 0.49 0.47
O 1.16 1.04 -0.81
O 1.32 -0.12 1.31
O 0.45 -1.27 -0.62
S -1.75 2.96 -3.21
O -0.46 2.39 -2.61
O -2.28 1.86 -4.05
O -2.59 3.31 -2.06
O -1.42 4.14 -4.02
O 1.87 -2.09 3.15
H 1.70 -1.47 2.42
H 1.35 -1.75 3.88
O -2.03 -2.58 -1.09
H -1.07 -2.46 -1.10
H -2.40 -1.69 -1.19
O 3.14 -1.57 -1.29
H 2.16 -1.61 -1.18
H 3.27 -1.27 -2.19
O 0.82 2.02 3.02
H 0.66 1.30 2.38
H 1.02 2.79 2.49
O 0.73 -3.64 0.83
H 0.71 -2.77 0.39
H 1.21 -3.47 1.65
O -2.86 0.97 2.22
H -2.13 0.88 1.59
H -3.19 0.08 2.33
O -2.96 0.30 -1.23
H -2.13 0.50 -0.78
H -3.20 1.13 -1.65
O -1.53 -1.67 2.82
H -1.44 -2.26 2.07
H -1.35 -0.80 2.47
O -0.70 -0.37 -3.47
H -1.30 0.41 -3.58
H -0.59 -0.47 -2.52
O 3.89 0.32 2.18
H 2.93 0.33 2.01
H 3.96 0.72 3.06
```

The value obtained for the total energy is -72108.25324 eV. The strongest force on any atom comes out at 1.80 eV/A. The calculation puts the gap between HOMO and LUMO at 4.75 eV. The calculation puts the energy above the lowest of the compared OMol25 structures with the same formula, charge and spin at 9.8 kcal/mol. As for the charge: -1. For the LUMO energy, the calculation gives -0.49 eV.